Density functional theory data (wB97M-V/def2-TZVPD) for the molecule C21H20F2N2O2 at a distorted geometry.

Structure (XYZ):
```
47
Properties=species:S:1:pos:R:3:forces:R:3
O 1.851 0.611 -2.242 -2.3 -0.1 1.1
F -5.024 2.250 3.146 1.3 0.6 0.2
F 0.075 0.597 4.558 -1.3 0.6 -0.5
O 4.812 -3.389 -0.486 4.6 -0.4 0.1
C 0.689 0.738 -1.791 3.1 0.7 0.4
C -0.557 0.571 1.619 0.9 -0.3 1.2
C 0.764 0.300 1.777 -0.9 0.2 0.8
C 1.676 -3.807 1.088 -1.5 1.9 -1.4
C -3.256 2.202 4.818 -0.2 0.5 -1.6
C -1.956 1.750 5.089 2.0 -1.7 -0.8
C 2.857 -4.093 0.489 -0.4 0.5 1.1
C -2.843 1.589 2.460 2.0 -0.7 -0.7
C 1.137 -2.468 0.936 1.7 -2.2 1.2
C 3.171 -1.809 -0.088 -0.9 1.7 -0.5
C -3.684 2.141 3.443 0.8 -2.0 1.0
C -1.126 1.102 4.104 -1.6 0.9 -1.7
C 3.612 -3.060 -0.075 -1.4 -2.4 1.5
C -1.507 1.045 2.674 -0.3 0.9 3.5
C 1.937 -1.474 0.441 -0.5 1.3 -0.2
N 0.432 0.310 -0.464 -1.0 1.6 -2.6
N 0.367 2.370 -3.774 -0.6 1.2 3.2
C -0.894 0.492 0.175 0.3 -1.0 -0.7
C -1.815 0.827 -4.700 1.3 -0.1 0.1
C -0.728 -0.221 -4.671 -0.9 -1.0 0.6
C -1.162 0.514 -3.388 -0.6 0.1 0.1
C 1.499 0.041 0.477 -2.1 -3.0 1.5
C -0.316 1.561 -2.699 1.9 -1.6 -1.9
H 5.439 -3.398 0.302 -1.1 0.0 -1.7
H 1.275 0.259 2.750 -0.2 0.1 -0.7
H 1.153 -4.649 1.515 -0.5 0.3 0.4
H -3.957 2.666 5.541 0.8 -0.6 -0.3
H -1.354 1.667 6.028 -1.5 0.7 -0.2
H 3.198 -5.061 0.757 1.0 -0.8 -0.7
H -3.068 1.519 1.392 -0.9 0.3 0.5
H 0.307 -2.247 1.522 -1.7 0.5 0.5
H 3.735 -1.068 -0.583 0.8 0.8 -0.3
H 0.824 1.767 -4.413 0.9 -0.5 -0.3
H 1.046 3.026 -3.300 -0.8 -1.3 -1.1
H -1.334 1.450 -0.061 -0.4 0.1 -0.8
H -1.534 -0.396 -0.122 0.2 1.2 0.5
H -2.784 0.486 -4.822 -1.8 -0.6 -0.3
H -1.578 1.718 -5.243 0.1 0.5 0.2
H 0.208 -0.020 -5.257 -1.0 -0.4 1.0
H -1.174 -1.256 -4.645 1.2 1.0 -0.5
H -1.795 -0.026 -2.622 0.8 0.2 -1.2
H 2.323 0.682 0.487 1.4 1.0 -0.9
H -0.944 2.193 -2.145 -0.8 1.0 0.9
```
Forces are in eV/Å.

Properties
Highest occupied orbital energy ... -8.755 eV
SMILES string ... N[C@H](C(=O)N1CC(c2cc(F)ccc2F)=C[C@H]1c1cccc(O)c1)C1CC1
M ... 370.40 g mol⁻¹
Relative energy (zero: lowest compared OMol25 entry of this formula, charge and spin) ... 2.9 kcal per mole

---

Density functional theory data (wB97M-V/def2-TZVPD) for a cluster of 4 separate species, C3H15NO4 in total at a distorted geometry.

Structure (XYZ):
```
23
Properties=species:S:1:pos:R:3:forces:R:3
C -0.909 0.232 0.319 -1.2 0.9 0.6
O -0.005 1.105 1.051 -1.4 -1.5 0.5
C -1.008 0.861 -1.059 -0.1 0.5 -2.6
C -2.272 0.202 -1.723 0.4 1.3 0.6
N 0.353 0.587 -1.769 -1.9 -1.4 0.9
H -1.881 0.255 0.997 1.6 0.1 -1.8
H -0.752 -0.894 0.014 0.8 1.9 1.5
H 0.897 0.879 0.880 0.9 -0.3 -0.1
H -1.134 1.998 -1.172 0.3 -1.7 1.0
H -2.156 -0.115 -2.713 0.5 -0.3 -1.7
H -2.548 -0.660 -1.184 -0.2 -1.3 0.8
H -3.190 0.799 -1.712 0.4 0.4 0.2
H 0.936 1.350 -2.029 -0.2 0.5 -0.3
H 0.474 -0.276 -2.330 -0.3 1.2 0.7
H 2.504 0.406 0.253 0.0 -0.2 -0.3
H 3.491 0.826 1.311 -0.4 -0.2 0.2
O 2.638 0.372 1.209 0.7 0.3 -0.3
H -1.106 -0.893 2.888 2.7 -0.1 2.1
H -0.021 0.116 2.929 0.3 -1.2 1.0
O -0.224 -0.728 3.447 -2.9 1.2 -3.2
H 1.559 -2.832 -0.187 0.8 1.2 1.4
H 2.295 -1.598 0.666 0.8 1.4 5.3
O 2.058 -1.993 -0.086 -1.6 -2.7 -6.6
```
Forces are in eV/Å.

Properties
Highest occupied orbital energy ... -9.166 eV
SMILES string ... C[C@H](N)CO.O.O.O
M ... 129.16 g mol⁻¹
Relative energy (zero: lowest compared OMol25 entry of this formula, charge and spin) ... 63.5 kcal per mole

---

Density functional theory data (wB97M-V/def2-TZVPD) for a cluster of 2 separate species, C4H4ClN in total.

Structure (XYZ):
```
10
Properties=species:S:1:pos:R:3:forces:R:3
C -1.831 0.933 -0.061 0.1 0.3 0.1
C 2.688 -0.790 0.861 -0.1 0.1 -0.4
C 2.743 -0.834 -0.330 0.0 -0.1 0.2
C -1.396 -0.212 -0.496 -0.2 -0.8 -0.1
N -2.080 1.982 0.489 0.1 0.3 0.5
Cl -2.123 -1.699 0.055 0.0 0.2 0.0
H 2.603 -0.717 1.901 0.0 0.0 0.7
H -2.810 2.595 0.154 -0.2 -0.1 -0.3
H 2.802 -0.924 -1.374 0.0 0.0 -0.6
H -0.596 -0.335 -1.198 0.1 0.2 -0.2
```
Forces are in eV/Å.

Properties
Highest occupied orbital energy ... -8.882 eV
SMILES string ... N=C=CCl.C#C
M ... 101.54 g mol⁻¹
Relative energy (zero: lowest compared OMol25 entry of this formula, charge and spin) ... 86.1 kcal per mole

---

Density functional theory data (wB97M-V/def2-TZVPD) for the molecule C24H29FN2O3.

Structure (XYZ):
```
59
Properties=species:S:1:pos:R:3:forces:R:3
C 4.025 3.253 1.309 -0.2 -0.4 0.1
H 4.527 3.373 0.352 0.1 0.0 -0.1
H 4.586 3.787 2.071 0.1 0.1 0.1
H 3.027 3.678 1.244 -0.1 0.1 0.0
C 3.939 1.773 1.667 0.4 0.2 0.3
C 5.330 1.149 1.781 -0.4 0.0 0.0
H 5.870 1.290 0.849 0.1 0.0 -0.1
H 5.885 1.621 2.587 0.1 0.0 0.1
H 5.261 0.082 1.979 0.1 -0.1 0.0
H 3.401 1.674 2.621 0.0 0.0 -0.1
O 3.190 1.149 0.631 0.0 0.1 -0.1
C 2.573 -0.038 0.846 -0.2 -0.3 -0.1
C 2.576 -0.758 2.037 0.2 0.4 0.1
C 1.880 -1.951 2.130 -0.1 -0.1 -0.2
C 1.171 -2.463 1.054 0.1 -0.2 0.0
C 1.181 -1.744 -0.137 0.1 0.0 0.1
C 1.870 -0.556 -0.245 0.1 0.2 0.1
H 1.879 -0.002 -1.170 0.0 0.1 -0.1
H 0.647 -2.129 -0.995 -0.1 0.0 -0.1
C 0.357 -3.719 1.191 -0.2 0.1 0.2
H 0.937 -4.503 1.680 0.0 -0.1 0.0
H 0.057 -4.074 0.205 0.0 -0.1 0.0
C -0.906 -3.451 2.029 0.0 -0.3 -0.1
N -1.636 -2.307 1.531 0.3 0.0 0.3
C -2.714 -2.420 0.724 0.0 0.7 0.1
O -3.248 -3.475 0.466 -0.2 -0.4 -0.2
C -3.198 -1.081 0.168 -0.2 -0.4 -0.3
H -2.955 -0.279 0.873 0.0 0.0 0.0
C -2.485 -0.834 -1.160 0.0 -0.2 0.2
N -2.995 0.334 -1.847 0.5 0.0 -0.1
C -4.237 0.856 -1.698 -0.4 0.1 0.2
O -4.622 1.786 -2.383 -0.2 0.2 -0.1
C -5.115 0.281 -0.603 -0.1 -0.1 0.0
C -4.698 -1.092 -0.101 0.1 0.1 0.2
H -5.246 -1.344 0.808 0.0 -0.1 -0.1
H -4.919 -1.862 -0.842 0.0 0.0 0.0
H -6.138 0.271 -0.983 0.1 0.1 0.0
H -5.091 1.004 0.219 0.0 0.0 -0.1
C -2.150 0.843 -2.907 -0.3 0.2 -0.2
C -0.886 1.490 -2.409 0.2 0.0 0.1
C -0.819 2.051 -1.141 0.1 0.1 0.0
C 0.351 2.663 -0.735 0.0 0.0 -0.1
C 1.460 2.754 -1.555 -0.1 0.1 0.2
C 1.384 2.194 -2.818 0.0 0.0 0.0
C 0.228 1.562 -3.239 -0.1 -0.1 0.0
H 0.182 1.125 -4.226 0.0 -0.1 -0.1
H 2.238 2.248 -3.477 0.1 0.0 -0.1
H 2.355 3.238 -1.202 0.1 0.0 0.1
F 0.407 3.193 0.507 0.0 0.0 -0.1
H -1.670 2.026 -0.478 -0.1 0.0 0.1
H -1.905 0.032 -3.603 0.0 0.1 0.0
H -2.749 1.590 -3.441 0.1 -0.2 0.0
H -2.610 -1.720 -1.799 0.1 0.0 0.1
H -1.412 -0.684 -0.994 -0.1 0.0 0.0
H -1.167 -1.418 1.608 -0.2 0.0 -0.1
H -1.581 -4.307 1.980 0.1 0.1 0.1
H -0.634 -3.260 3.070 0.0 -0.1 -0.1
H 1.899 -2.495 3.064 0.0 -0.1 0.1
H 3.114 -0.406 2.903 0.1 0.1 0.0
```
Forces are in eV/Å.

Properties
Highest occupied orbital energy ... -8.516 eV
SMILES string ... CC(C)Oc1ccc(CCNC(=O)[C@@H]2CCC(=O)N(Cc3cccc(F)c3)C2)cc1
M ... 412.50 g mol⁻¹
Relative energy (zero: lowest compared OMol25 entry of this formula, charge and spin) ... 0.0 kcal per mole

---

Density functional theory data (wB97M-V/def2-TZVPD) for a cluster of 6 separate species, H13O6 in total at a distorted geometry.

Structure (XYZ):
```
19
Properties=species:S:1:pos:R:3:forces:R:3
O 0.825 -3.210 -1.147 0.5 -0.3 -0.8
H 1.574 -2.975 -1.714 0.1 0.3 0.4
H 0.449 -3.930 -1.669 -0.4 -0.1 0.4
O -2.668 4.193 -3.373 0.1 0.1 0.1
H -3.041 4.362 -2.504 -0.1 0.0 0.1
H -2.559 5.075 -3.745 0.0 -0.1 -0.1
O 0.238 -2.003 3.339 -0.1 -0.1 0.2
H 0.201 -1.199 3.870 0.2 0.2 -0.1
H -0.409 -2.580 3.760 0.0 -0.3 -0.1
O -0.497 0.248 -0.736 -0.2 -0.8 0.3
H -1.204 0.707 -0.273 0.1 0.3 -0.3
H -0.024 0.865 -1.304 0.0 0.1 0.2
O 1.881 2.162 0.537 0.2 1.5 0.9
H 1.573 3.083 0.486 -0.6 -0.3 -0.9
H 2.478 2.392 1.270 0.3 -1.1 -0.1
O 0.300 -1.696 0.839 1.3 -2.4 -0.6
H -0.084 -1.073 0.155 -0.2 1.0 0.4
H 0.638 -2.515 0.367 -0.4 0.7 -0.4
H 0.328 -1.905 1.841 -0.9 1.3 0.4
```
Forces are in eV/Å.

Properties
Highest occupied orbital energy ... -13.614 eV
Net charge ... +1
M ... 109.10 g mol⁻¹
Relative energy (zero: lowest compared OMol25 entry of this formula, charge and spin) ... 26.0 kcal per mole